No. 1
C17H14IN10Ti as an isolated structure, computed with wB97M-V/def2-TZVPD.

Geometry as XYZ:
```
43
Properties=species:S:1:pos:R:3:nbo_charge:R:1
Ti -0.2881 -0.0640 0.0174 1.58
I -2.4754 -1.8161 0.1102 0.50
C -3.7782 -0.1553 -0.0321 -0.10
C -5.1340 -0.2717 -0.1414 -0.17
C -5.8862 0.9264 -0.2031 -0.15
C -5.2829 2.1563 -0.1499 -0.14
C -3.8761 2.2604 -0.0347 0.02
C -3.1758 3.4933 0.0341 -0.03
C -1.8023 3.5665 0.1504 -0.22
C -1.0423 2.3877 0.2041 -0.16
C -1.7080 1.1652 0.1282 -0.40
C -3.1154 1.0721 0.0208 -0.14
H -5.6394 -1.2274 -0.1788 0.27
H -6.9621 0.8554 -0.2897 0.27
H -5.8828 3.0563 -0.1949 0.26
H -3.7464 4.4143 -0.0016 0.26
H -1.3131 4.5288 0.2103 0.27
H 0.0437 2.4595 0.3147 0.26
N 0.6981 -0.7807 4.0799 -0.28
C -0.2570 -0.8461 3.1747 0.28
N 0.2606 -0.4728 1.9932 -0.64
C 1.5706 -0.1828 2.3002 0.30
N 1.8657 -0.3512 3.5532 -0.15
C 2.4598 0.2931 1.2466 0.12
C 3.8249 0.4863 1.4062 0.08
N 4.5774 0.9120 0.4002 -0.26
C 3.9832 1.1423 -0.7610 0.05
C 2.6183 0.9399 -0.9477 0.04
N 1.8531 0.5103 0.0618 -0.52
H 0.6439 -1.0026 5.0693 0.48
H -1.2700 -1.1580 3.3732 0.27
H 4.3057 0.2954 2.3586 0.26
H 4.6028 1.4946 -1.5770 0.26
H 2.1437 1.1270 -1.9007 0.23
N 1.0957 -1.9422 -4.7486 -0.55
N 0.4451 -1.1605 -3.8615 0.24
N -0.2786 -0.1262 -4.2640 -0.20
C -0.6371 0.4180 -3.1244 0.20
N -0.1345 -0.2684 -2.0795 -0.47
N 0.5669 -1.2937 -2.5885 -0.04
H 0.6916 -1.8473 -5.6741 0.44
H 1.2373 -2.8830 -4.4008 0.42
H -1.2537 1.2994 -3.0532 0.26
```

Values from the calculation:
Total charge   +3
Strongest force on any atom   0.0094 Eh/bohr
Gap between HOMO and LUMO   6.65 eV
LUMO   -11.32 eV
HOMO energy   -0.66041 Ha


No. 2
One molecule with the formula C17H15ClF3N3O at a distorted geometry, computed with wB97M-V/def2-TZVPD.

Geometry as XYZ:
```
40
Properties=species:S:1:pos:R:3:nbo_charge:R:1
C 0.4901 1.8275 -2.2370 -0.71
C 0.8064 0.6868 -1.2626 0.53
O 1.5340 -0.2283 -1.7163 -0.54
C 0.0103 0.5740 0.0372 0.25
N -0.4941 -0.5725 0.4635 -0.26
N -0.2381 -1.7281 -0.1818 -0.44
C -0.8231 -2.9236 0.1377 0.27
C -1.8521 -2.9804 1.1270 -0.28
C -2.4604 -4.1774 1.5101 -0.17
C -2.0352 -5.3478 0.9038 -0.26
C -1.0438 -5.3147 -0.0769 -0.15
C -0.4029 -4.1120 -0.4831 -0.23
C 0.7165 -4.1662 -1.5302 0.98
F 0.5759 -3.1740 -2.4605 -0.33
F 0.7459 -5.3221 -2.2920 -0.33
F 1.8503 -4.0072 -0.8453 -0.31
N -0.2638 1.7043 0.7926 -0.46
C -1.2162 1.6082 1.9466 -0.40
C 0.5452 2.8674 0.6319 0.26
C 1.9667 2.7938 0.6543 -0.27
C 2.7161 3.9389 0.4147 -0.18
C 2.1137 5.1827 0.1699 -0.25
C 0.7547 5.2390 0.1118 0.00
Cl -0.0289 6.7557 -0.2729 0.00
C -0.0300 4.0955 0.3572 -0.29
H 1.2085 2.6497 -2.2104 0.25
H -0.5048 2.2272 -1.9798 0.22
H 0.4772 1.4385 -3.2742 0.25
H 0.3628 -1.6426 -1.0208 0.41
H -2.2436 -2.0471 1.5323 0.23
H -3.3411 -4.1821 2.1647 0.22
H -2.5513 -6.2436 1.1508 0.21
H -0.7857 -6.2457 -0.5173 0.22
H -2.2298 1.3272 1.5975 0.21
H -0.8225 0.8884 2.6827 0.22
H -1.2853 2.6256 2.4220 0.21
H 2.4225 1.8452 0.8573 0.23
H 3.7955 3.8852 0.4025 0.22
H 2.6697 6.0994 0.0071 0.24
H -1.1093 4.1551 0.2858 0.23
```

Values from the calculation:
Total charge   0
Strongest force on any atom   0.0594 Eh/bohr
Gap between HOMO and LUMO   7.17 eV
LUMO   -0.23 eV
Relative energy (zero: lowest compared OMol25 entry of this formula, charge and spin)   0.0 kcal per mole
HOMO energy   -0.27220 Ha
SMILES   CC(=O)/C(=N\Nc1ccccc1C(F)(F)F)N(C)c1cccc(Cl)c1